(1)
84
Properties=species:S:1:pos:R:3 method="wB97M-V/def2-TZVPD" max_force_ev_per_a=11.906 lumo_energy_ev=0.27
C -0.488 0.604 0.858
C -1.924 0.620 0.230
O -2.972 1.191 1.003
H -0.375 0.053 1.792
H -0.045 1.576 1.075
H 0.212 0.178 0.139
H -2.098 -0.428 -0.013
H -1.931 1.159 -0.718
H -2.728 2.109 1.139
C -3.739 -2.486 1.606
C -3.543 -0.995 1.526
O -2.396 -0.598 2.255
H -4.360 -2.769 0.756
H -4.233 -2.773 2.534
H -2.821 -3.069 1.689
H -4.346 -0.462 2.035
H -3.562 -0.704 0.475
H -2.069 0.243 1.928
C -3.231 3.635 2.899
C -1.957 3.024 2.311
O -2.099 3.001 0.876
H -3.997 2.863 2.961
H -3.590 4.494 2.333
H -3.071 3.939 3.934
H -1.769 1.994 2.616
H -1.079 3.663 2.408
H -1.943 3.872 0.506
C -2.262 -2.699 -0.299
C -1.741 -3.260 -1.669
O -2.790 -4.015 -2.216
H -1.566 -1.925 0.026
H -2.494 -3.481 0.424
H -3.188 -2.145 -0.451
H -0.891 -3.936 -1.571
H -1.372 -2.482 -2.336
H -2.528 -4.359 -3.072
C -0.274 -2.032 3.069
C -0.383 -2.146 1.584
O 0.711 -1.409 1.021
H -1.267 -2.237 3.468
H 0.096 -1.061 3.397
H 0.378 -2.777 3.526
H -1.325 -1.744 1.209
H -0.148 -3.147 1.222
H 0.677 -1.567 0.074
C -2.048 0.048 -2.766
C -0.618 0.447 -2.590
O 0.060 -0.400 -1.687
H -2.542 0.103 -1.795
H -2.240 -0.972 -3.099
H -2.557 0.749 -3.427
H -0.660 1.509 -2.350
H -0.027 0.530 -3.502
H 0.977 -0.121 -1.624
C 1.775 0.105 0.726
C 2.359 1.258 -0.092
C 3.692 1.799 0.554
C 4.907 0.953 0.312
C 5.018 0.586 -1.158
C 3.720 0.179 -1.886
N 2.594 1.014 -1.505
O 1.459 0.742 -2.275
C 4.033 0.298 -3.448
C 3.476 -1.309 -1.581
C 1.385 2.465 0.004
H 1.258 0.464 1.616
H 2.580 -0.594 0.953
H 1.027 -0.541 0.266
H 3.901 2.809 0.200
H 3.657 1.916 1.637
H 4.826 0.057 0.927
H 5.836 1.412 0.651
H 5.661 -0.294 -1.156
H 5.547 1.375 -1.694
H 3.306 -0.262 -4.036
H 4.005 1.312 -3.846
H 5.006 -0.098 -3.738
H 2.545 -1.742 -1.948
H 4.309 -1.863 -2.014
H 3.425 -1.464 -0.504
H 1.838 3.377 -0.384
H 1.234 2.800 1.031
H 0.410 2.344 -0.468
H 1.388 1.495 -2.866

(2)
92
Properties=species:S:1:pos:R:3 method="wB97M-V/def2-TZVPD" max_force_ev_per_a=1.151 total_charge=-1 lumo_energy_ev=1.82
C -4.836 -2.140 3.788
C -3.962 -2.997 2.897
O -4.439 -3.845 2.182
N -2.579 -2.638 2.982
C -1.754 -3.675 3.459
C -0.447 -3.211 4.073
O -2.031 -4.862 3.455
Al -1.864 -1.859 1.381
I -3.637 -0.442 0.142
C -0.332 -0.673 1.852
C 0.605 -0.463 0.629
C 2.022 -0.912 0.903
F 2.044 -2.269 1.267
P -0.999 -3.578 -0.033
S -2.270 -4.946 -0.687
H -5.037 -1.192 3.295
H -4.328 -1.941 4.727
H -5.767 -2.660 3.981
H -0.246 -3.839 4.935
H -0.475 -2.166 4.354
H 0.365 -3.373 3.366
H -0.727 0.307 2.121
H 0.256 -1.053 2.681
H 0.276 -1.003 -0.260
H 0.659 0.593 0.369
H 2.396 -0.352 1.757
H 2.651 -0.788 0.025
H 0.033 -4.197 0.711
H -0.276 -2.982 -1.093
C -4.339 3.820 2.248
C -3.128 3.084 2.797
O -3.365 1.692 2.916
H -5.205 3.657 2.892
H -4.151 4.895 2.176
H -4.593 3.449 1.258
H -2.871 3.442 3.795
H -2.262 3.255 2.144
H -3.610 1.363 2.036
C 3.676 -2.527 -3.139
C 2.193 -2.809 -2.971
O 1.443 -1.599 -2.895
H 4.042 -1.920 -2.310
H 4.249 -3.457 -3.174
H 3.861 -1.968 -4.053
H 2.002 -3.347 -2.043
H 1.818 -3.420 -3.800
H 1.586 -1.113 -3.711
C 7.234 -0.626 -6.322
C 5.792 -1.014 -6.050
O 5.223 -0.246 -4.993
H 7.835 -0.752 -5.421
H 7.662 -1.239 -7.117
H 7.303 0.422 -6.622
H 5.729 -2.054 -5.736
H 5.188 -0.896 -6.956
H 5.252 0.679 -5.251
C -7.710 4.700 -2.113
C -7.211 4.424 -0.707
O -5.795 4.277 -0.661
H -7.410 3.896 -2.785
H -8.798 4.787 -2.134
H -7.284 5.629 -2.499
H -7.623 3.489 -0.332
H -7.518 5.227 -0.027
H -5.401 5.096 -0.974
C -4.118 1.412 -4.320
C -2.776 1.626 -3.645
O -2.624 2.971 -3.188
H -4.233 2.093 -5.165
H -4.217 0.386 -4.677
H -4.934 1.610 -3.621
H -1.962 1.444 -4.344
H -2.670 0.940 -2.802
H -3.321 3.133 -2.546
C 6.980 -0.544 0.435
C 5.506 -0.699 0.762
O 4.844 0.559 0.855
H 7.475 0.067 1.191
H 7.475 -1.515 0.388
H 7.110 -0.046 -0.529
H 5.377 -1.184 1.729
H 5.010 -1.321 0.009
H 4.925 1.000 0.005
C 3.016 1.866 4.480
C 2.928 0.587 5.294
O 2.650 -0.538 4.472
H 2.084 2.029 3.937
H 3.206 2.729 5.121
H 3.819 1.799 3.741
H 2.114 0.648 6.014
H 3.860 0.421 5.849
H 3.361 -0.615 3.830